Density functional theory data (wB97M-V/def2-TZVPD) for the ion CH3N5O with charge +2.

Atoms and positions in Å:
C -1.2673 0.0873 0.1395
N 0.9183 1.1408 0.0255
N 1.7912 -0.1558 -0.0739
N -0.3381 1.0339 0.0741
N 2.8769 -0.3299 0.1570
N -2.1782 -0.7198 -0.1078
O 3.9291 -0.7038 0.1436
H -0.6377 2.0782 0.2173
H -2.6412 -1.3933 0.5350
H -2.4531 -1.0376 -1.1103

Summary:
electronic energy: -10554.474 eV
SMILES string: [NH2+]=C=[NH+]/N=N/N=O
relative energy (zero: lowest compared OMol25 entry of this formula, charge and spin): 3.791 eV
Kohn-Sham gap: 8.4 eV
net charge: +2

Density functional theory data (wB97M-V/def2-TZVPD) for a cluster of 7 separate species, C48H43ClF9O18PS2 in total.

Atoms and positions in Å:
C -0.3542 -0.8289 -3.6999
C 1.2168 -0.6249 -3.8328
C 1.8444 -0.8643 -2.3650
C 3.2137 -0.1404 -2.0729
C 3.2634 1.1313 -1.0898
C 4.7857 1.0356 -0.6145
C 5.5495 2.3910 -0.3134
C 5.9088 2.6063 1.2500
F 4.9037 1.9612 1.9834
F 5.8840 4.0183 1.4247
C 7.3846 2.0826 1.5150
F 7.7059 0.9103 0.8002
F 8.2381 3.0848 1.0063
S 7.8636 1.7931 3.3048
F 9.1013 0.7859 2.7762
F 6.8437 0.5083 3.4896
F 6.7874 2.8938 3.8964
F 8.9837 3.0456 3.2216
F 8.3799 1.5454 4.8594
O 3.1551 2.2393 -2.0663
S 1.5708 2.7045 -2.2660
O 0.9139 2.6366 -3.6086
O 1.6132 4.1942 -2.0075
O 0.9792 1.7069 -1.0326
C 2.0877 1.4371 -0.0770
C 1.9622 2.8065 0.7444
O 3.0822 3.7001 0.6707
C 3.0134 4.5664 1.8451
P 1.7073 0.1102 1.2580
O 2.5234 0.4754 2.7174
Cl 2.5798 -1.7650 0.7594
H -0.5159 -1.6281 -2.8889
H -0.9370 0.0862 -3.3736
H -0.8300 -1.2783 -4.6407
H 1.5996 -1.4773 -4.4965
H 1.5480 0.3322 -4.3299
H 1.0237 -0.7285 -1.5795
H 2.0403 -1.9982 -2.3407
H 3.6830 0.1811 -3.0656
H 3.8870 -0.9344 -1.5881
H 4.8646 0.2392 0.1951
H 5.3641 0.6001 -1.5047
H 5.0419 3.3177 -0.7542
H 6.5784 2.3805 -0.8241
H 1.0646 3.4404 0.3990
H 1.7356 2.6705 1.8656
H 3.8487 5.3431 1.8122
H 3.2306 3.9471 2.7905
H 2.0033 5.0535 1.9018
H 3.4248 0.0946 2.7397
C 0.2841 -5.4810 -3.4274
C -0.5602 -6.3032 -2.8051
C -2.0168 -6.2340 -3.0492
O -2.7885 -6.9830 -2.4797
C -2.4996 -5.2203 -4.0103
C -1.6555 -4.3985 -4.6327
C -0.2001 -4.4667 -4.3891
O 0.5710 -3.7175 -4.9572
H 1.3535 -5.5162 -3.2605
H -0.2230 -7.0518 -2.0988
H -3.5683 -5.1843 -4.1768
H -1.9928 -3.6499 -5.3386
C 0.9384 7.7253 1.0303
C 0.3744 8.8131 0.5046
C 0.6280 10.1566 1.0692
O 0.1134 11.1488 0.5929
C 1.5319 10.2468 2.2370
C 2.0958 9.1589 2.7622
C 1.8423 7.8157 2.1983
O 2.3592 6.8204 2.6763
H 0.7634 6.7343 0.6300
H -0.2889 8.7645 -0.3510
H 1.7066 11.2379 2.6364
H 2.7590 9.2071 3.6169
C -4.7449 -8.2518 2.8039
C -5.6995 -7.5378 2.2069
C -5.5840 -7.1394 0.7874
O -6.4546 -6.4849 0.2416
C -4.3712 -7.5639 0.0554
C -3.4167 -8.2778 0.6526
C -3.5314 -8.6767 2.0717
O -2.6623 -9.3292 2.6171
H -4.8123 -8.5522 3.8427
H -6.5942 -7.2191 2.7277
H -4.3032 -7.2641 -0.9829
H -2.5225 -8.5958 0.1312
C -0.3112 6.1376 -4.1171
C -0.1885 5.4408 -5.2475
C -1.0634 5.7044 -6.4096
O -0.9549 5.0682 -7.4401
C -2.0778 6.7729 -6.2706
C -2.2000 7.4696 -5.1402
C -1.3250 7.2041 -3.9774
O -1.4356 7.8399 -2.9451
H 0.3214 5.9550 -3.2572
H 0.5498 4.6572 -5.3633
H -2.7093 6.9536 -7.1314
H -2.9376 8.2536 -5.0213
C -3.7120 -6.5950 5.6702
C -3.6391 -5.2710 5.8083
C -4.2904 -4.5815 6.9430
O -4.2261 -3.3745 7.0687
C -5.0237 -5.4171 7.9186
C -5.0965 -6.7411 7.7801
C -4.4452 -7.4303 6.6455
O -4.5094 -8.6381 6.5188
H -3.2418 -7.1162 4.8459
H -3.1059 -4.6449 5.1037
H -5.4937 -4.8958 8.7431
H -5.6298 -7.3674 8.4843
C -4.2281 -1.5545 -1.2837
C -4.9983 -0.7494 -0.5517
C -5.9490 -1.2931 0.4428
O -6.6528 -0.5597 1.1090
C -6.0106 -2.7629 0.5946
C -5.2402 -3.5677 -0.1376
C -4.2906 -3.0241 -1.1312
O -3.5853 -3.7586 -1.7989
H -3.5271 -1.1743 -2.0169
H -4.9650 0.3286 -0.6498
H -6.7112 -3.1436 1.3272
H -5.2737 -4.6436 -0.0399

Summary:
electronic energy: -155253.196 eV
SMILES string: CCCC[C@@]1(CCC(F)(F)C(F)(F)S(F)(F)(F)(F)F)OS(=O)(=O)O[C@@]1(COC)P(O)Cl.O=C1C=CC(=O)C=C1.O=C1C=CC(=O)C=C1.O=C1C=CC(=O)C=C1.O=C1C=CC(=O)C=C1.O=C1C=CC(=O)C=C1.O=C1C=CC(=O)C=C1
Kohn-Sham gap: 8.1 eV

Density functional theory data (wB97M-V/def2-TZVPD) for a cluster of 6 separate species, C11H32Cl2O10 in total.

Atoms and positions in Å:
C 2.3710 -2.5497 2.6817
C 2.7799 -1.1374 2.5814
O 2.7479 -0.6303 1.3771
O 3.2087 -3.1427 1.7215
H 1.4667 -2.9925 2.2642
H 2.5243 -3.1143 3.6014
H 3.8022 -1.3710 2.8789
H 2.2830 -0.6263 3.4059
H 3.2202 0.2055 1.3789
H 3.6987 -2.4442 1.2815
C -1.7315 -2.8886 4.1223
C -2.0862 -1.3318 4.2289
O -0.8656 -0.6935 4.3319
O -1.0891 -3.2499 2.8969
H -2.5801 -3.5293 4.3623
H -0.9773 -3.1147 4.8761
H -2.6881 -1.2936 5.1369
H -2.5597 -0.9184 3.3385
H -0.4663 -0.9416 3.4948
H -0.9220 -4.1751 3.0910
C -0.1898 -1.3931 -0.0687
C -0.8504 -0.0749 0.2720
O -1.9616 0.2694 -0.6296
O 0.6961 -1.0725 -1.1356
H -1.0238 -2.0912 -0.1410
H 0.4253 -1.8035 0.7322
H -0.2278 0.8195 0.2937
H -1.2281 -0.1899 1.2880
H -1.6921 0.0521 -1.5250
H 1.6009 -1.0632 -0.8148
C 1.0269 3.6017 -0.5459
C 2.3565 2.9559 -0.7214
O 3.4285 3.8488 -0.4412
O 0.7313 4.7104 -1.2914
H 0.8924 3.8535 0.5061
H 0.2443 2.8808 -0.7822
H 2.4109 2.6171 -1.7560
H 2.3480 2.1189 -0.0232
H 3.7495 4.2512 -1.2515
H 0.4286 4.3039 -2.1067
C -1.7321 -0.6057 -5.3699
C -0.8151 -0.9134 -4.1184
O 0.0030 0.2676 -3.8336
O -0.8828 -0.3212 -6.5432
H -2.4213 0.1520 -4.9970
H -2.3359 -1.5071 -5.4743
H -0.1994 -1.7957 -4.2934
H -1.4790 -1.1349 -3.2828
H 0.8775 -0.1175 -3.9259
H -0.2659 0.3823 -6.3283
C -3.0692 3.2804 -0.9044
Cl -3.1216 4.9273 -0.0997
Cl -4.5695 3.1276 -1.9379
H -2.2135 3.1783 -1.5717
H -3.0777 2.4245 -0.2295

Summary:
multiplicity: 2
electronic energy: -57430.033 eV
Kohn-Sham gap (spin up / spin down): 8.6 / 2.2 eV
net charge: +1

Density functional theory data (wB97M-V/def2-TZVPD) for a cluster of 2 separate species, C5H13NO in total.

Atoms and positions in Å:
C 0.8040 -1.5860 0.3603
C 1.1399 -0.0362 0.3847
C -0.0129 0.8754 0.6760
C -0.5801 1.8794 0.0422
C -0.5143 0.6504 2.1287
N -0.1337 -1.6960 -0.7346
H 0.4911 -2.1120 1.3555
H 1.7050 -2.1141 0.0343
H 1.7241 0.4144 -0.4282
H 1.8494 0.1063 1.3240
H -1.1641 2.7932 0.5221
H -0.6047 2.0605 -0.9740
H -0.0065 0.1457 2.9159
H -0.6163 1.6198 2.5837
H -1.4892 -0.0254 1.9935
H -1.1089 -1.5189 -0.5148
H 0.1578 -1.5390 -1.6851
H 0.2782 0.0797 -3.3807
H -1.2668 -0.2350 -2.9994
O -0.6520 0.2378 -3.6040

Summary:
electronic energy: -8930.736 eV
SMILES string: C=C(C)CCN.O
relative energy (zero: lowest compared OMol25 entry of this formula, charge and spin): 3.274 eV
Kohn-Sham gap: 9.5 eV